# 1
Here is a single C6H11NO molecule from the OMol25 dataset. Energies are from ωB97M-V with the def2-TZVPD basis set.

Properties
SMILES: C=N/C=C/CCCO
LUMO energy: 0.9 eV
maximum force: 0.77 eV/A
DFT total energy: -365.1456 Eh
total charge: 0

Structure (XYZ):
```
19
C6H11NO (ωB97M-V with the def2-TZVPD basis set)
C 1.741 -0.055 -3.297
N 1.941 -0.923 -2.410
C 1.234 -0.886 -1.200
C 1.209 0.175 -0.403
C 0.517 0.344 0.913
C -0.998 0.281 0.797
C -1.757 0.321 2.130
O -2.489 -0.861 2.409
H 0.966 0.708 -3.262
H 2.364 -0.077 -4.181
H 0.802 -1.844 -0.941
H 1.710 1.067 -0.778
H 0.872 -0.348 1.686
H 0.785 1.308 1.359
H -1.321 -0.613 0.261
H -1.335 1.117 0.175
H -2.458 1.165 2.157
H -1.092 0.480 2.978
H -2.691 -1.358 1.608
```

=====

# 2
Here is a single C6H11NO molecule at a distorted geometry from the OMol25 dataset. Energies are from ωB97M-V with the def2-TZVPD basis set.

Properties
LUMO energy: -2.7 eV
maximum force: 1.99 eV/A
DFT total energy: -364.9964 Eh
total charge: 0

Structure (XYZ):
```
19
C6H11NO (ωB97M-V with the def2-TZVPD basis set)
C 0.533 0.655 -0.177
N 1.636 0.485 -1.081
C 2.646 -0.320 -0.327
O 2.669 -0.111 0.968
C 0.086 -0.711 0.304
C -1.301 -0.956 0.590
C -2.498 -0.282 0.319
C -2.728 1.018 0.031
H 0.858 1.224 0.710
H -0.260 1.245 -0.634
H 3.595 -0.153 -0.878
H 2.400 -1.385 -0.610
H 0.340 -1.477 -0.444
H 0.626 -0.957 1.236
H -1.452 -1.926 1.057
H 1.986 1.424 -1.308
H -3.383 -0.916 0.389
H -2.037 1.845 0.146
H -3.716 1.298 -0.290
```